Here is a single C15H20O3 molecule at a distorted geometry from OMol25. Energies are from ωB97M-V with the def2-TZVPD basis set.

ORCA input file:
```
! wB97M-V def2-TZVPD RIJCOSX def2/J DEFGRID3
* xyz 0 1
O -3.4790 -0.7682 -0.1909
O -2.9078 -0.8861 -2.4120
O -0.4403 -0.3922 -0.8827
C -3.4719 -1.3513 -1.2533
C -3.5791 -3.6629 -2.1262
C -3.9483 -2.7459 -1.2066
C 4.1184 1.3458 1.1677
C 3.3374 1.4235 0.0542
C -2.2332 0.3856 -2.3559
C -0.7314 0.1588 -2.1648
C 3.5346 0.4147 2.1432
C -0.3070 -0.2442 1.5122
C 0.7689 1.8500 1.7378
C -0.4579 0.5097 0.2294
C 2.0741 0.6149 0.1644
C 0.7652 1.4501 0.2575
C 0.9239 0.3923 2.1804
C 2.2121 -0.0789 1.5089
H -3.8748 -4.7037 -2.0800
H -2.9629 -3.3755 -2.9677
H -4.5569 -3.0694 -0.3655
H 5.0376 1.9129 1.2760
H 3.5386 1.9812 -0.8612
H -2.6935 1.0949 -1.6639
H -2.3615 0.8553 -3.3122
H -0.1884 1.1255 -2.2981
H -0.3078 -0.5179 -2.9103
H 4.2172 -0.4638 2.3844
H 3.3451 0.9274 3.0913
H -0.1353 -1.3238 1.3255
H -1.1940 -0.1186 2.1181
H 1.6322 2.4772 2.0167
H -0.1767 2.3446 2.0475
H -1.3868 1.1146 0.2104
H 2.0821 -0.1113 -0.6765
H 0.6480 2.3039 -0.4515
H 0.9270 0.2919 3.2767
H 2.2321 -1.1613 1.4771
*
```

Computed properties:
Energy   -22020.45522 eV
LUMO level   0.78 eV
SMILES string   C=CC(=O)OCCO[C@H]1C[C@@H]2C[C@H]1[C@H]1C=CC[C@@H]21

***

Here is a single C4H6ClNOS molecule at a distorted geometry from OMol25. Energies are from ωB97M-V with the def2-TZVPD basis set.

ORCA input file:
```
! wB97M-V def2-TZVPD RIJCOSX def2/J DEFGRID3
* xyz 0 1
C 0.3186 0.6982 -1.1609
C -0.5740 -0.0319 -0.2268
C -1.8912 0.1241 -0.4444
C 0.0261 -1.2539 0.5517
N 0.9796 2.3949 0.8598
O -0.0449 1.9915 -1.5690
S 1.2956 2.0585 -0.6123
Cl -3.0128 -0.8127 0.3377
H 0.8448 0.0775 -1.8804
H -2.3149 0.8203 -1.0187
H -0.1200 -2.2629 -0.0389
H -0.3976 -1.1391 1.5648
H 1.2107 -1.0995 0.5776
H 1.7770 2.9325 1.2259
*
```

Computed properties:
Energy   -31136.80316 eV
LUMO level   0.58 eV

***

Here is a molecular structure, C44H107N7O20Sr2 at a distorted geometry from OMol25. Energies are from ωB97M-V with the def2-TZVPD basis set.

ORCA input file:
```
! wB97M-V def2-TZVPD RIJCOSX def2/J DEFGRID3
* xyz 2 1
Sr 3.7840 1.1877 1.8915
Sr 1.4173 3.6399 -1.2758
O 5.4051 2.0335 -1.7312
C 4.2044 2.6221 -1.5346
O 3.7612 3.3767 -2.4013
O 3.5629 2.4599 -0.4330
H 5.4649 1.3411 -1.0603
O 0.2382 -0.9628 -0.3331
C 1.0118 0.1491 -0.2581
O 2.0427 0.0619 0.4622
O 0.7553 1.1712 -0.9152
H 0.7069 -1.5626 0.2704
C -6.4114 -3.9354 4.1636
O -6.3062 -2.5439 4.0256
C -5.7770 -1.8376 5.1161
C -4.2661 -1.9884 5.2681
N -3.8635 -1.3153 6.5237
C -2.4214 -1.4361 6.7072
C -1.5322 -0.5568 5.8525
O -1.3688 -1.1288 4.5494
C -0.9444 -0.1718 3.6240
H -5.4475 -4.3880 4.4221
H -6.6725 -4.3398 3.1845
H -7.1788 -4.3015 4.8522
H -6.2366 -2.1086 6.0785
H -6.0018 -0.7802 4.9794
H -3.7824 -1.4429 4.4555
H -3.9779 -3.0421 5.1750
H -4.3219 -1.8459 7.2584
H -2.0833 -2.4766 6.5891
H -2.2203 -1.1655 7.7493
H -0.5538 -0.5142 6.3459
H -1.9303 0.4575 5.7526
H -0.0513 0.4089 3.9197
H -1.6797 0.6108 3.4123
H -0.6225 -0.7151 2.7339
C 5.1206 -1.5300 -5.3161
O 4.1626 -2.2713 -4.5906
C 3.5858 -1.5172 -3.5392
C 4.5205 -1.0146 -2.4608
N 5.1013 -2.0994 -1.6622
C 4.0783 -2.8808 -0.9687
C 4.7387 -3.7186 0.1262
O 3.6691 -4.2905 0.8683
C 4.0670 -5.3387 1.7372
H 4.6592 -0.7009 -5.8623
H 5.5572 -2.2078 -6.0490
H 5.9550 -1.1868 -4.7008
H 2.7377 -2.0731 -3.1404
H 3.1293 -0.6363 -4.0141
H 4.0139 -0.3268 -1.7650
H 5.3020 -0.4171 -2.9333
H 5.7577 -1.7406 -0.9796
H 3.6174 -3.5895 -1.6555
H 3.2990 -2.2336 -0.5386
H 5.3511 -3.1776 0.8645
H 5.3885 -4.4592 -0.3492
H 4.4969 -6.1538 1.1509
H 3.1743 -5.6248 2.2869
H 4.8354 -5.0230 2.4558
C -5.4202 -0.8248 -2.2312
O -4.1873 -0.4622 -2.8001
C -3.0710 -1.0901 -2.1896
C -2.1334 -1.5671 -3.3173
N -0.8426 -2.0522 -2.8197
C -0.8980 -3.4605 -2.3558
C 0.5128 -3.9947 -2.3133
O 0.5481 -5.1992 -1.5725
C 1.7886 -5.4905 -0.9964
H -6.2398 -0.1860 -2.5607
H -5.3914 -0.7532 -1.1351
H -5.7213 -1.8568 -2.4335
H -3.3609 -1.9479 -1.5766
H -2.5189 -0.3537 -1.5980
H -1.9023 -0.6596 -3.8855
H -2.7072 -2.2485 -3.9415
H -0.6551 -1.5663 -1.9419
H -1.5891 -4.1017 -2.9030
H -1.3012 -3.4813 -1.3318
H 1.1807 -3.2466 -1.8692
H 0.8097 -4.1908 -3.3505
H 2.5821 -5.2833 -1.7302
H 1.8634 -6.5502 -0.7536
H 2.0524 -4.9188 -0.0954
C -5.9189 -6.5839 -3.0482
O -5.4092 -5.8216 -1.9986
C -6.1546 -4.6559 -1.7077
C -5.9102 -4.2371 -0.2773
N -4.5326 -3.8129 -0.0762
C -4.1531 -3.7253 1.3328
C -2.7013 -3.3062 1.4085
O -1.9259 -4.4619 1.1413
C -0.5416 -4.2347 1.2924
H -5.8264 -6.0816 -4.0174
H -6.9607 -6.8920 -2.8925
H -5.3977 -7.5372 -3.1451
H -7.2137 -4.9031 -1.8556
H -5.8905 -3.8842 -2.4423
H -6.1658 -5.1103 0.3450
H -6.5840 -3.4337 0.0348
H -3.9631 -4.5464 -0.4971
H -4.3571 -4.6663 1.8641
H -4.8266 -3.0219 1.8360
H -2.5154 -2.9181 2.4207
H -2.4763 -2.5247 0.6765
H -0.3214 -4.0743 2.3538
H -0.2221 -3.3391 0.7390
H -0.0581 -5.0929 0.8421
C 2.8206 5.9882 0.9912
O 2.5043 5.7379 -0.3746
C 1.9905 6.9280 -0.9889
C 2.0455 6.8363 -2.5005
N 1.3670 5.6337 -2.9603
C 1.8447 5.1300 -4.2737
C 1.0499 3.9082 -4.6922
O 1.0551 2.9075 -3.6751
C 0.9005 1.6063 -4.2512
H 3.3404 5.1424 1.4400
H 1.9097 6.2497 1.5376
H 3.4999 6.8419 1.0617
H 2.5554 7.8268 -0.7261
H 0.9515 7.0752 -0.6749
H 3.0876 6.7542 -2.8159
H 1.5773 7.7625 -2.8518
H 0.3904 5.8528 -3.1484
H 2.9194 5.0110 -4.1357
H 1.7166 5.9434 -4.9992
H 1.5864 3.5141 -5.5623
H 0.0204 4.1290 -4.9853
H 0.7638 0.8975 -3.4340
H 1.7984 1.3005 -4.7880
H 0.0021 1.5640 -4.8672
C 2.8087 -2.0057 3.1319
O 2.8278 -0.6038 3.4207
C 2.8324 -0.3760 4.8296
C 2.8519 1.1352 5.0434
N 4.1163 1.7177 4.5402
C 4.0992 3.1752 4.6092
C 5.2722 3.7511 3.7849
O 5.2019 3.2947 2.4242
C 6.2490 3.7950 1.5963
H 3.7136 -2.5071 3.4763
H 2.6723 -2.1364 2.0594
H 1.9324 -2.4961 3.5676
H 3.6620 -0.8492 5.3624
H 1.8853 -0.7624 5.2175
H 2.8172 1.2761 6.1310
H 1.9666 1.5975 4.6053
H 4.8880 1.2912 5.0392
H 4.1019 3.4837 5.6580
H 3.2014 3.5964 4.1480
H 6.2539 3.4917 4.1873
H 5.1517 4.8385 3.7976
H 6.1084 4.8720 1.4728
H 6.1977 3.3046 0.6262
H 7.2491 3.6351 2.0067
C -2.7634 1.9393 0.7383
O -3.2605 3.1447 0.2194
C -3.3744 3.2257 -1.2003
C -2.0069 3.2401 -1.8765
N -1.1570 4.3124 -1.3596
C -1.7400 5.6701 -1.4801
C -2.3547 6.0169 -2.8563
O -1.3511 6.2994 -3.7941
C -1.8725 6.7176 -5.0430
H -1.7786 1.6721 0.3330
H -3.4360 1.0891 0.6029
H -2.6260 2.0520 1.8149
H -3.9734 4.1197 -1.3766
H -3.9511 2.3967 -1.6171
H -2.2002 3.3357 -2.9464
H -1.5229 2.2752 -1.7194
H -1.1523 4.1161 -0.3611
H -0.9610 6.4298 -1.4081
H -2.5375 5.7968 -0.7484
H -2.9189 6.9407 -2.6858
H -3.0378 5.2273 -3.1773
H -1.1462 7.1830 -5.7023
H -2.6598 7.4673 -4.8959
H -2.3696 5.8748 -5.5324
*
```

Computed properties:
Energy   -100402.92099 eV
LUMO level   -5.53 eV

***

Here is 11 unconnected molecules or ions with the total composition C33H66O33 at a distorted geometry from OMol25. Energies are from ωB97M-V with the def2-TZVPD basis set.

ORCA input file:
```
! wB97M-V def2-TZVPD RIJCOSX def2/J DEFGRID3
* xyz 0 1
C 34.5090 2.4714 6.2338
O 33.6334 1.4101 5.9298
C 32.9669 1.4320 4.8035
O 32.8291 2.3803 4.0782
O 32.2585 0.3048 4.6974
C 31.1007 0.3738 3.8814
H 35.0893 2.1953 7.1144
H 33.9926 3.3955 6.4923
H 35.2517 2.6463 5.4555
H 30.2847 0.9040 4.3763
H 30.7500 -0.6437 3.7173
H 31.2699 0.7553 2.8815
C 24.8127 -2.6270 -1.2440
O 25.5700 -1.5115 -0.8186
C 26.8347 -1.6372 -0.4792
O 27.4993 -2.6335 -0.6576
O 27.1909 -0.5452 0.1479
C 28.5192 -0.2961 0.5957
H 25.2486 -2.9016 -2.2063
H 23.7312 -2.5394 -1.2713
H 24.9806 -3.4797 -0.5778
H 28.7752 0.7468 0.4291
H 29.2918 -0.8844 0.1085
H 28.5372 -0.5204 1.6616
C 30.6278 -3.3210 0.4423
O 31.9694 -3.1769 0.8660
C 32.4070 -2.0171 1.3102
O 31.7893 -0.9967 1.4924
O 33.7065 -2.1720 1.5970
C 34.4035 -0.9989 2.0095
H 30.4553 -2.6229 -0.3778
H 29.8312 -3.0557 1.1452
H 30.4263 -4.3598 0.2126
H 33.9127 -0.4261 2.7920
H 34.5710 -0.4286 1.0955
H 35.3702 -1.2940 2.4127
C 27.5037 0.8811 10.7020
O 28.8644 0.6792 10.3891
C 29.3827 0.6208 9.1838
O 28.7771 0.5150 8.1438
O 30.6962 0.6988 9.3188
C 31.5700 0.7913 8.1835
H 27.1115 0.0073 11.2233
H 26.9232 1.1051 9.8083
H 27.3891 1.6869 11.4261
H 31.1428 1.4700 7.4478
H 31.7708 -0.2280 7.8617
H 32.4479 1.2507 8.6328
C 30.9158 -3.5298 6.6785
O 30.2387 -4.4996 5.9289
C 29.9742 -5.7016 6.4191
O 30.1204 -6.0154 7.5839
O 29.4664 -6.4562 5.4845
C 29.1065 -7.7980 5.7631
H 31.9713 -3.7712 6.8108
H 30.4484 -3.3483 7.6499
H 30.8664 -2.5607 6.1815
H 28.6305 -8.1758 4.8642
H 28.4289 -7.8148 6.6182
H 29.9211 -8.4655 6.0454
C 27.2437 -2.7256 8.7698
O 26.4416 -3.0958 9.8564
C 25.6476 -4.1473 9.7136
O 25.4787 -4.7770 8.7065
O 25.2040 -4.4635 10.9370
C 24.5115 -5.6738 11.0833
H 27.6524 -3.5345 8.1671
H 28.0647 -2.1321 9.1871
H 26.8047 -1.9321 8.1553
H 25.1076 -6.5871 10.9832
H 23.7630 -5.8568 10.3071
H 24.0216 -5.7479 12.0495
C 21.3861 -5.1785 -2.3999
O 22.6751 -5.5431 -1.9407
C 22.7891 -6.1445 -0.7707
O 21.8984 -6.6689 -0.1540
O 24.0541 -6.0953 -0.3757
C 24.3543 -6.6796 0.8888
H 20.7254 -6.0425 -2.4310
H 21.4680 -4.7651 -3.4021
H 20.8868 -4.3955 -1.8275
H 25.4143 -6.6115 1.1035
H 23.9500 -7.6816 1.0192
H 23.8179 -6.0840 1.6332
C 27.1759 -4.5553 2.2223
O 27.9797 -3.5404 2.8296
C 27.4774 -2.9062 3.8671
O 26.3708 -2.9147 4.3206
O 28.4213 -2.0376 4.2935
C 28.0553 -1.2966 5.4584
H 26.4535 -4.1674 1.5005
H 26.5716 -5.0573 2.9785
H 27.9006 -5.1651 1.6929
H 28.9307 -0.6692 5.6330
H 27.8565 -1.9620 6.2909
H 27.2838 -0.5825 5.1610
C 27.6660 -10.6138 0.3624
O 28.5026 -9.7890 1.1884
C 29.1920 -8.8730 0.5514
O 29.2796 -8.7540 -0.6398
O 29.7067 -8.0514 1.4697
C 30.3816 -6.8784 1.0330
H 28.3607 -11.2576 -0.1831
H 27.2308 -10.0306 -0.4492
H 26.9192 -11.2050 0.8752
H 30.8046 -6.4075 1.9178
H 29.6131 -6.1762 0.7019
H 31.1055 -7.0943 0.2515
C 23.2437 -2.7405 5.6714
O 22.0861 -2.1833 5.0802
C 21.7918 -0.8962 5.2107
O 22.4778 -0.0644 5.7350
O 20.7433 -0.6768 4.4346
C 20.5370 0.5355 3.7680
H 23.0293 -3.5072 6.4164
H 23.9776 -2.0408 6.0652
H 23.7560 -3.3074 4.8925
H 21.3550 0.6927 3.0613
H 20.4391 1.3508 4.4947
H 19.5795 0.5502 3.2496
C 24.9991 0.6776 7.4933
O 24.7755 -0.2844 8.5071
C 24.1145 0.0451 9.5819
O 23.6936 1.1294 9.9052
O 24.1180 -1.0213 10.3955
C 23.4010 -0.9485 11.6089
H 24.3449 0.4967 6.6418
H 26.0044 0.6454 7.0715
H 24.8263 1.6927 7.8476
H 23.1202 -1.9413 11.9601
H 22.4887 -0.3589 11.5576
H 24.0655 -0.5780 12.3919
*
```

Computed properties:
Energy   -102856.75453 eV
LUMO level   0.40 eV
SMILES string   COC(=O)OC.COC(=O)OC.COC(=O)OC.COC(=O)OC.COC(=O)OC.COC(=O)OC.COC(=O)OC.COC(=O)OC.COC(=O)OC.COC(=O)OC.COC(=O)OC

***

Here is 2 unconnected molecules or ions with the total composition C3H10NOS at a distorted geometry from OMol25. Energies are from ωB97M-V with the def2-TZVPD basis set.

ORCA input file:
```
! wB97M-V def2-TZVPD RIJCOSX def2/J DEFGRID3
* xyz -1 1
C -0.3936 -0.3169 -1.3253
C -1.0378 -0.1250 0.0516
C 0.0959 0.0225 1.1571
S 1.0449 1.5513 1.0684
N -1.8825 1.0899 0.0760
H 0.2639 -1.1864 -1.2303
H 0.1320 0.5775 -1.6382
H -1.1688 -0.5714 -2.0552
H -1.5761 -1.0402 0.3044
H -0.4832 -0.0937 2.0814
H 0.6826 -0.9014 1.0664
H -2.6748 0.8717 0.6565
H -1.2736 1.7980 0.4800
H 2.5956 -0.9756 -0.8467
H 2.5521 -0.0044 0.2563
O 3.1232 -0.6958 -0.1024
*
```

Computed properties:
Energy   -17647.27961 eV
LUMO level   4.10 eV

***

Please write out number 5 again, unchanged.
Here is 2 unconnected molecules or ions with the total composition C3H10NOS at a distorted geometry from OMol25. Energies are from ωB97M-V with the def2-TZVPD basis set.

ORCA input file:
```
! wB97M-V def2-TZVPD RIJCOSX def2/J DEFGRID3
* xyz -1 1
C -0.3936 -0.3169 -1.3253
C -1.0378 -0.1250 0.0516
C 0.0959 0.0225 1.1571
S 1.0449 1.5513 1.0684
N -1.8825 1.0899 0.0760
H 0.2639 -1.1864 -1.2303
H 0.1320 0.5775 -1.6382
H -1.1688 -0.5714 -2.0552
H -1.5761 -1.0402 0.3044
H -0.4832 -0.0937 2.0814
H 0.6826 -0.9014 1.0664
H -2.6748 0.8717 0.6565
H -1.2736 1.7980 0.4800
H 2.5956 -0.9756 -0.8467
H 2.5521 -0.0044 0.2563
O 3.1232 -0.6958 -0.1024
*
```

Computed properties:
Energy   -17647.27961 eV
LUMO level   4.10 eV